No. 1
Molecular formula: C4H9N
Method: DFT, the ωB97M-V functional and the def2-TZVPD basis

Positions of all 14 atoms, in Å:
H (-2.03709, -1.02792, 0.21278)
H (0.16192, 1.43241, 0.37003)
C (1.67475, 0.01874, -0.35224)
H (2.40379, -0.74131, -0.02753)
C (0.80082, 0.61688, 0.68579)
N (-1.78560, -1.02167, -1.79907)
C (0.97844, 0.43812, 2.02593)
H (1.90741, -0.03133, 2.38509)
H (2.04736, 0.81414, -1.01064)
H (-2.23091, -0.64303, -2.66376)
H (1.09627, -0.57835, -1.05081)
C (-2.38277, -0.60307, -0.72247)
H (0.38990, 1.08237, 2.74581)
H (-3.02429, 0.24401, -0.79891)

relative energy (zero: lowest compared OMol25 entry of this formula, charge and spin) = 3.921 eV
total charge = +1
LUMO level (spin up / spin down) = -5.263 / -9.361 eV
calculated total energy = -5772.516 eV
⟨S²⟩ = 0.754
frontier orbital gap (spin up / spin down) = 8.44 / 4.21 eV
HOMO level (spin up / spin down) = -13.71 / -13.57 eV
spin multiplicity = 2


No. 2
Molecular formula: C26H33N3O6
Method: DFT, the ωB97M-V functional and the def2-TZVPD basis

Positions of all 68 atoms, in Å:
H (-0.52405, -3.03190, 3.39399)
C (0.57593, 0.91416, -2.43678)
H (-4.29687, 1.19159, 4.32662)
H (4.47893, 0.67915, -6.86636)
H (0.00246, -0.36521, 4.45152)
H (2.17562, 3.53826, -5.77609)
C (0.77073, -0.25010, 0.27091)
H (-4.26352, 1.18273, 6.81737)
O (5.25448, 2.80736, -7.14088)
H (3.65832, 4.17935, -5.17065)
H (1.04434, 2.81639, -4.10175)
O (-4.93208, -0.77413, 3.89997)
C (-0.09807, -0.65423, -0.61650)
C (-0.30002, -0.37116, -2.04403)
C (2.42961, 1.33658, -4.42635)
N (3.35226, 2.17128, -5.02958)
H (-2.20809, -4.36429, 4.64605)
C (-4.16570, -4.71829, 5.10208)
C (-3.06889, -2.63894, 4.30169)
H (5.50118, 2.32224, -4.56932)
C (-2.53613, -1.37291, 2.28024)
H (2.98435, 3.49733, -0.48771)
H (2.34990, 1.10987, 0.30846)
O (0.19128, 1.03463, -3.70528)
H (-6.65955, -2.17490, 4.93991)
C (0.87327, -0.51637, 1.53280)
H (-4.62316, -0.51317, 6.74559)
H (-0.71141, -1.67421, -0.31042)
C (-4.18795, 0.22464, 4.94868)
H (-2.28794, -2.18001, 1.61701)
H (-6.23048, -4.45023, 5.56714)
H (3.65889, 3.66563, -2.01814)
C (-1.38870, -0.28487, 2.10810)
H (-3.03893, -0.05616, 5.04409)
C (4.77796, 1.72258, -5.08455)
H (-3.31811, -0.95563, 2.35896)
C (-5.43480, -4.15980, 5.20440)
C (-3.19520, -3.94187, 4.66810)
C (0.97705, 1.82206, -4.58345)
O (2.02717, 2.42933, -2.03702)
C (0.07487, -1.38357, 3.86105)
H (3.77570, 4.11850, -7.67790)
H (2.96290, 2.48345, -7.62110)
N (-2.06532, -1.95676, 3.65418)
O (2.54774, 0.26855, -4.10910)
C (1.59809, 1.08778, -0.26904)
N (-0.00475, -0.50845, 2.39955)
C (3.38346, 3.32879, -5.56219)
H (-4.09506, -5.74431, 5.49424)
C (-4.70070, 0.41320, 6.32077)
C (-5.64467, -2.51415, 4.82539)
C (-4.56703, -1.91217, 4.33244)
H (-0.98069, -0.85734, -2.61988)
H (-1.65235, 0.83538, 3.13865)
H (-0.86357, -2.65974, 5.06128)
C (1.44959, 1.41738, -1.54178)
H (1.12309, -1.59712, 3.74718)
C (5.11950, 1.64550, -6.35920)
H (0.72128, 1.95618, -5.55608)
C (3.78246, 3.40035, -7.01421)
C (-0.94553, -2.27620, 3.98855)
H (-1.39867, 0.19957, 1.24916)
H (-5.66409, 0.62585, 6.35303)
H (6.42956, 1.47984, -6.47106)
H (4.69836, 0.77379, -4.58067)
C (3.05196, 2.93033, -1.48914)
O (2.12928, -0.82172, 1.88986)
H (3.99106, 1.94106, -1.13858)

relative energy (zero: lowest compared OMol25 entry of this formula, charge and spin) = 28.697 eV
LUMO level = 0.111 eV
calculated total energy = -44225.289 eV
frontier orbital gap = 7.77 eV
HOMO level = -7.66 eV


No. 3
Molecular formula: C4H9NO2
Method: DFT, the ωB97M-V functional and the def2-TZVPD basis

Positions of all 16 atoms, in Å:
C (2.10160, 0.43131, -0.13371)
H (-0.89143, -2.09143, -0.97349)
H (0.18378, 1.11937, 1.29524)
O (-0.81666, 1.93407, -0.63889)
H (1.53571, 0.81582, -0.99181)
H (-1.38893, -2.18477, 0.72376)
H (-1.10608, 2.38920, -1.43582)
C (-1.47038, -1.59212, -0.19073)
H (2.42969, 1.28803, 0.47325)
H (2.98012, -0.11175, -0.49106)
H (-2.51534, -1.57159, -0.50660)
O (1.34965, -0.47299, 0.64452)
C (0.10702, 0.05236, 1.06283)
H (-0.16459, -0.48637, 1.97689)
C (-0.95165, -0.19330, 0.00728)
N (-1.38251, 0.67416, -0.82166)

relative energy (zero: lowest compared OMol25 entry of this formula, charge and spin) = 3.284 eV
LUMO level = 0.959 eV
calculated total energy = -9876.777 eV
frontier orbital gap = 10.57 eV
SMILES = COC/C(C)=N\O
HOMO level = -9.61 eV


No. 4
Molecular formula: C13H27F6NO21PS5
Method: DFT, the ωB97M-V functional and the def2-TZVPD basis

Positions of all 74 atoms, in Å:
S (-2.42868, -3.35807, -4.43780)
N (-0.38833, 6.18709, 0.13278)
O (-1.84026, -4.56761, -4.02212)
O (3.17942, -6.83955, -1.89039)
H (-3.19415, -1.89574, -1.85715)
H (3.63802, 0.53223, 4.26531)
O (1.46983, 3.73532, -2.78010)
C (-0.55357, 3.75424, 0.11741)
C (2.53737, -1.34823, 3.82835)
H (-3.15675, 0.06067, 1.92070)
C (-3.06801, -1.00987, 2.07283)
O (2.37036, 5.61737, -1.51264)
H (2.47750, -2.66363, -1.27306)
P (0.11409, -0.28832, -0.17895)
S (-4.04940, -2.90693, 3.20291)
O (1.79660, -5.11684, -2.97213)
F (-1.11336, 0.56051, -0.74405)
O (-2.78683, -3.17941, -5.78997)
H (1.06099, -3.42138, -0.44757)
F (0.73771, -0.39647, -1.68698)
C (3.36801, -0.42640, 4.71597)
H (-0.23762, 3.28703, 1.04853)
S (2.77145, 4.45795, -2.22047)
H (2.84384, 1.30771, -1.10506)
C (-2.10992, -1.33754, 3.25306)
O (-3.53290, -3.91033, 2.34334)
H (-2.58677, -0.54178, -4.57299)
O (-3.65710, -3.01613, -3.49506)
O (-2.32717, 5.23636, 0.77940)
H (0.22650, -3.84085, -2.50213)
H (-1.41889, 8.03059, 0.00318)
F (-0.45508, -0.27980, 1.32989)
H (2.70873, -2.36315, 4.21061)
H (-1.21437, -1.83158, 2.90536)
H (0.73284, 1.82991, -2.36407)
H (-1.34406, 3.15008, -0.31931)
H (0.55956, 6.02393, -0.16687)
O (3.14675, 3.33087, -1.20085)
H (0.20991, 8.06767, 0.69151)
C (-3.51650, -1.72886, -2.88455)
C (-1.18339, 5.10547, 0.37243)
O (2.49193, -0.21457, 5.83659)
H (-1.14043, 7.38984, 1.64917)
O (-2.91524, -2.26044, 4.06318)
O (-5.16458, -3.18871, 4.01479)
O (2.72662, -4.68437, -0.86686)
H (-2.72550, -1.47103, 1.14940)
C (1.88436, -3.55975, -1.13482)
C (-2.38927, -1.02263, -3.61354)
C (1.63559, 2.32490, -2.69634)
O (0.92913, -6.38239, -1.05157)
H (4.29679, -0.87717, 5.05254)
C (2.90569, 2.05618, -1.88355)
O (0.89509, 1.34118, 4.72471)
F (1.37361, -1.15196, 0.43096)
C (-0.72003, 7.50301, 0.65151)
F (-0.66998, -1.67952, -0.48797)
H (0.31883, 3.89063, -0.51816)
H (3.79089, 1.89156, -2.49569)
S (1.04428, 0.03886, 5.24830)
H (-4.45463, -1.18391, -2.92316)
O (-1.52439, -2.15245, -3.94966)
O (-4.34960, -1.57213, 2.39029)
H (-1.99433, -0.50940, 3.94181)
C (1.31513, -3.82808, -2.56341)
O (0.09786, -0.42431, 6.17878)
H (1.90626, 1.87270, -3.65838)
H (-1.77003, -0.36038, -3.01589)
H (2.80318, -1.40283, 2.77559)
O (3.75009, 4.55096, -3.22857)
S (2.13282, -5.93032, -1.64508)
O (1.17825, -1.00015, 4.04838)
H (1.57860, -3.05078, -3.27357)
F (0.97663, 1.04089, 0.08093)

total charge = -1
LUMO level = 1.968 eV
calculated total energy = -138182.462 eV
frontier orbital gap = 9.56 eV
HOMO level = -7.60 eV


No. 5
Molecular formula: C3H8O2S2
Method: DFT, the ωB97M-V functional and the def2-TZVPD basis

Positions of all 15 atoms, in Å:
C (-0.71557, 1.00950, 0.04401)
C (-0.12650, -0.27373, -0.32559)
H (1.60022, -1.69889, 0.23060)
H (-2.49105, 0.61600, -0.63843)
O (-1.75174, 1.21024, -0.82316)
H (-0.17754, -0.38352, -1.38094)
H (2.72257, -0.21643, -1.24395)
H (1.26557, -0.57800, 1.61098)
H (-1.04577, -2.44820, -0.82875)
O (-1.07151, 1.07902, 1.40698)
H (-0.11010, 1.95557, -0.30828)
C (1.42951, -0.72323, 0.52366)
S (2.90386, 0.08447, -0.06169)
H (-1.19819, 1.96475, 1.57746)
S (-1.23376, -1.59755, 0.21711)

relative energy (zero: lowest compared OMol25 entry of this formula, charge and spin) = 2.483 eV
LUMO level = 0.541 eV
calculated total energy = -29004.366 eV
frontier orbital gap = 9.34 eV
SMILES = OC(O)[C@H](S)CS
HOMO level = -8.80 eV


Q: What is the calculated total energy in the first record?
A: -5772.516 eV


Q: Among the records above, which one has the highest calculated total energy?
A: C4H9N